{"formula": "C28H50N2O10S5", "method": "ωB97M-V/def2-TZVPD", "species": ["O", "S", "O", "C", "C", "C", "C", "H", "H", "H", "H", "H", "H", "H", "H", "O", "S", "O", "C", "C", "C", "C", "H", "H", "H", "H", "H", "H", "H", "H", "O", "S", "O", "C", "C", "C", "C", "H", "H", "H", "H", "H", "H", "H", "H", "O", "S", "O", "C", "C", "C", "C", "H", "H", "H", "H", "H", "H", "H", "H", "O", "S", "O", "C", "C", "C", "C", "H", "H", "H", "H", "H", "H", "H", "H", "C", "C", "C", "N", "C", "H", "H", "H", "H", "H", "C", "C", "C", "N", "C", "H", "H", "H", "H", "H"], "coordinates": [[-1.207, 2.902, -0.909], [-2.020, 2.830, -2.118], [-1.360, 2.665, -3.414], [-3.431, 1.650, -1.952], [-4.735, 2.487, -1.786], [-4.513, 3.940, -1.501], [-3.215, 4.425, -2.182], [-3.192, 0.926, -1.173], [-3.484, 1.213, -2.949], [-5.315, 2.272, -2.684], [-5.426, 1.978, -1.113], [-4.475, 4.126, -0.428], [-5.277, 4.622, -1.874], [-2.795, 5.291, -1.671], [-3.499, 4.648, -3.211], [3.776, -3.577, -4.041], [3.007, -4.304, -5.068], [1.615, -4.520, -4.735], [3.167, -3.306, -6.634], [3.461, -4.284, -7.803], [4.315, -5.388, -7.252], [3.871, -5.835, -5.857], [4.091, -2.775, -6.406], [2.361, -2.578, -6.725], [2.463, -4.556, -8.146], [3.735, -3.706, -8.685], [5.287, -4.894, -7.263], [4.401, -6.167, -8.010], [4.704, -6.262, -5.298], [3.111, -6.592, -6.050], [-4.062, 1.509, 1.523], [-3.849, 2.617, 2.410], [-4.119, 3.998, 2.056], [-4.679, 2.329, 4.085], [-3.382, 2.085, 5.023], [-2.075, 1.635, 4.170], [-2.056, 2.386, 2.887], [-5.152, 1.354, 3.970], [-5.436, 3.102, 4.219], [-3.217, 3.113, 5.346], [-3.442, 1.448, 5.905], [-2.237, 0.563, 4.059], [-1.198, 1.479, 4.800], [-1.493, 1.871, 2.108], [-1.659, 3.398, 2.966], [3.701, 4.268, 4.103], [3.169, 4.814, 2.809], [2.695, 6.160, 2.629], [4.221, 4.192, 1.391], [3.142, 3.687, 0.406], [2.093, 2.857, 1.222], [1.704, 3.761, 2.434], [4.722, 3.352, 1.873], [4.982, 4.918, 1.104], [2.578, 4.511, -0.030], [3.629, 2.964, -0.249], [2.595, 1.977, 1.624], [1.161, 2.614, 0.713], [1.468, 3.168, 3.317], [0.831, 4.342, 2.135], [4.667, -3.174, 1.206], [3.318, -2.919, 1.726], [2.225, -3.878, 1.469], [3.380, -2.540, 3.532], [2.504, -1.264, 3.734], [1.852, -0.723, 2.346], [2.796, -1.191, 1.210], [4.442, -2.354, 3.699], [3.045, -3.461, 4.008], [1.694, -1.334, 4.460], [3.147, -0.490, 4.152], [1.577, 0.330, 2.392], [0.891, -1.182, 2.113], [3.786, -0.749, 1.328], [2.342, -1.256, 0.222], [-0.260, -1.947, -0.867], [-0.304, -0.625, -0.490], [0.316, 0.000, -1.555], [0.850, -0.966, -2.436], [0.349, -2.105, -2.085], [-0.862, -2.599, -0.251], [-0.874, -0.136, 0.286], [0.422, 1.070, -1.652], [1.499, -0.870, -3.204], [0.579, -3.042, -2.570], [-4.054, -2.128, 1.559], [-2.719, -2.550, 1.950], [-2.841, -3.592, 2.851], [-4.187, -3.879, 2.995], [-4.940, -2.957, 2.225], [-4.207, -1.332, 0.845], [-1.774, -2.191, 1.572], [-2.080, -3.985, 3.510], [-4.623, -4.643, 3.490], [-6.014, -3.040, 2.160]], "e_homo_ev": -7.68, "orbital_gap_ev": 8.10, "total_energy_ha": -3949.5178, "smiles": "O=S1(=O)CCCC1.O=S1(=O)CCCC1.O=S1(=O)CCCC1.O=S1(=O)CCCC1.O=S1(=O)CCCC1.c1cc[nH]c1.c1cc[nH]c1"}



{"formula": "C28H50O6SSn", "method": "ωB97M-V/def2-TZVPD", "species": ["C", "C", "C", "C", "C", "C", "C", "C", "C", "C", "C", "C", "C", "C", "C", "C", "C", "C", "C", "O", "S", "O", "O", "C", "C", "C", "C", "O", "O", "C", "C", "C", "O", "C", "C", "H", "H", "H", "H", "H", "H", "H", "H", "H", "H", "H", "H", "H", "H", "H", "H", "H", "H", "H", "H", "H", "H", "H", "H", "H", "H", "H", "H", "H", "H", "H", "H", "H", "H", "H", "H", "H", "H", "H", "H", "H", "H", "H", "H", "H", "H", "H", "H", "H", "H", "Sn"], "coordinates": [[1.068, 0.239, 1.873], [1.803, 0.952, 1.232], [2.725, 1.782, 0.467], [1.996, 2.379, -0.768], [0.834, 1.545, -1.347], [-0.561, 2.012, -0.873], [-1.609, 1.629, -1.931], [-1.500, 0.200, -2.466], [-1.809, -0.866, -1.408], [-2.166, -2.189, -2.103], [-3.630, -2.314, -2.529], [-4.616, -2.377, -1.340], [-5.189, -0.954, -1.073], [-5.327, -0.682, 0.450], [-4.989, 0.789, 0.802], [-5.838, 1.359, 1.943], [-7.363, 1.272, 1.725], [-8.176, 0.688, 2.880], [-7.614, -0.650, 3.398], [2.907, 2.728, -1.831], [3.676, 1.490, -2.503], [4.918, 1.998, -2.959], [2.919, 0.857, -3.532], [3.883, 0.294, -1.180], [4.936, -0.749, -1.518], [6.367, -0.193, -1.731], [7.465, -1.196, -1.416], [8.502, -0.889, -0.913], [7.166, -2.492, -1.733], [4.065, 1.078, 0.141], [4.599, 0.270, 1.322], [6.044, 0.641, 1.709], [6.467, -0.133, 2.796], [7.225, -1.275, 2.433], [6.758, -2.522, 3.194], [0.495, -0.568, 2.244], [2.991, 2.622, 1.110], [1.556, 3.316, -0.442], [0.923, 0.475, -1.171], [0.843, 1.712, -2.421], [-0.506, 3.103, -0.874], [-0.801, 1.636, 0.118], [-2.608, 1.715, -1.480], [-1.612, 2.317, -2.777], [-2.282, 0.091, -3.224], [-0.567, -0.011, -2.984], [-0.925, -1.076, -0.804], [-2.606, -0.526, -0.747], [-1.957, -3.023, -1.429], [-1.553, -2.363, -2.987], [-3.929, -1.512, -3.206], [-3.765, -3.232, -3.102], [-5.448, -3.047, -1.540], [-4.083, -2.760, -0.470], [-4.551, -0.199, -1.523], [-6.185, -0.909, -1.509], [-6.345, -0.951, 0.734], [-4.644, -1.319, 1.004], [-3.948, 0.818, 1.115], [-5.071, 1.409, -0.093], [-5.553, 2.489, 1.990], [-5.533, 0.961, 2.907], [-7.547, 0.745, 0.790], [-7.707, 2.339, 1.516], [-9.212, 0.613, 2.555], [-8.189, 1.381, 3.726], [-6.819, -1.048, 2.771], [-7.176, -0.507, 4.380], [-8.374, -1.422, 3.427], [2.934, -0.235, -1.090], [4.630, -1.205, -2.462], [4.963, -1.562, -0.799], [6.476, 0.015, -2.799], [6.557, 0.754, -1.243], [6.627, -2.469, -2.533], [4.785, 1.875, -0.072], [4.019, 0.420, 2.229], [4.590, -0.808, 1.155], [6.040, 1.680, 2.052], [6.733, 0.598, 0.865], [7.097, -1.480, 1.369], [8.294, -1.094, 2.575], [6.308, -2.252, 4.143], [7.585, -3.216, 3.310], [6.044, -3.037, 2.552], [-6.926, 4.025, 1.934]], "e_homo_ev": -12.48, "orbital_gap_ev": 1.03, "total_energy_ha": -2159.9410, "charge": 2}



{"formula": "C28H51BeN3O2", "method": "ωB97M-V/def2-TZVPD", "species": ["C", "C", "C", "C", "C", "C", "C", "C", "C", "O", "C", "C", "N", "C", "C", "C", "C", "O", "N", "C", "C", "C", "C", "C", "C", "C", "C", "C", "C", "C", "C", "N", "C", "H", "H", "H", "H", "H", "H", "H", "H", "H", "H", "H", "H", "H", "H", "H", "H", "H", "H", "H", "H", "H", "H", "H", "H", "H", "H", "H", "H", "H", "H", "H", "H", "H", "H", "H", "H", "H", "H", "H", "H", "H", "H", "H", "H", "H", "H", "H", "H", "H", "H", "H", "Be"], "coordinates": [[2.400, -4.999, -2.939], [1.975, -4.000, -2.390], [1.394, -2.785, -1.863], [0.243, -2.272, -2.718], [-0.262, -0.867, -2.393], [-0.841, -0.619, -0.933], [-1.571, -1.885, -0.484], [-2.651, -1.699, 0.614], [-3.973, -2.396, 0.274], [-3.749, -3.664, -0.320], [-4.490, -3.794, -1.517], [-1.835, 0.553, -1.231], [-3.182, 0.206, -1.602], [-3.985, 1.328, -2.112], [-5.384, 1.285, -1.493], [-5.411, 1.176, 0.046], [-1.591, 1.623, -0.150], [-2.344, 2.343, 0.424], [-0.145, 1.564, -0.003], [0.134, 0.080, 0.097], [1.668, 0.029, -0.146], [2.491, -1.064, 0.610], [3.435, -0.517, 1.680], [4.261, -1.756, 2.190], [4.420, 0.500, 1.072], [4.066, 1.880, 1.752], [4.341, 2.974, 0.856], [3.297, 3.804, 0.436], [2.179, 4.146, 1.268], [3.358, 4.363, -0.957], [-0.154, -0.171, 1.585], [0.516, 0.802, 2.453], [0.507, 0.332, 3.871], [2.817, -5.760, -3.534], [1.161, -2.880, -0.806], [2.193, -2.042, -1.922], [-0.548, -3.014, -2.748], [0.622, -2.241, -3.740], [0.452, -0.086, -2.654], [-1.118, -0.707, -3.047], [-0.896, -2.665, -0.151], [-2.092, -2.288, -1.348], [-2.862, -0.654, 0.834], [-2.276, -2.167, 1.524], [-4.541, -1.738, -0.383], [-4.496, -2.571, 1.213], [-5.558, -3.694, -1.320], [-4.243, -3.004, -2.241], [-4.269, -4.737, -2.002], [-1.456, 1.107, -2.116], [-3.119, -0.515, -2.313], [-4.115, 1.162, -3.185], [-3.492, 2.292, -2.007], [-5.939, 0.438, -1.892], [-5.972, 2.159, -1.761], [-5.613, 2.156, 0.471], [-4.514, 0.742, 0.473], [-6.241, 0.543, 0.349], [0.292, 1.828, -0.883], [1.934, -0.024, -1.199], [2.036, 0.991, 0.204], [3.155, -1.506, -0.132], [1.907, -1.891, 1.001], [2.910, -0.149, 2.551], [4.137, -1.904, 3.258], [3.865, -2.663, 1.737], [5.306, -1.716, 1.901], [4.238, 0.532, 0.001], [5.465, 0.296, 1.268], [4.609, 1.950, 2.702], [3.001, 1.870, 1.972], [5.337, 3.172, 0.478], [1.487, 4.730, 0.671], [1.653, 3.288, 1.693], [2.528, 4.830, 2.152], [2.613, 3.831, -1.545], [3.118, 5.426, -0.909], [4.361, 4.226, -1.344], [0.079, -1.184, 1.899], [-1.225, -0.058, 1.796], [-0.043, 1.642, 2.478], [0.371, 1.212, 4.494], [1.460, -0.106, 4.158], [-0.331, -0.349, 3.998], [2.734, 5.391, 3.930]], "e_homo_ev": -13.27, "orbital_gap_ev": 1.89, "total_energy_ha": -1425.9795, "charge": 2}



{"formula": "C28H51Br19NO4P", "method": "ωB97M-V/def2-TZVPD", "species": ["C", "C", "C", "C", "Br", "O", "C", "O", "O", "C", "O", "C", "C", "C", "C", "P", "N", "H", "H", "H", "H", "H", "H", "H", "H", "H", "H", "H", "H", "H", "H", "H", "Br", "C", "C", "Br", "H", "H", "H", "H", "Br", "C", "C", "Br", "H", "H", "H", "H", "Br", "C", "C", "Br", "H", "H", "H", "H", "Br", "C", "C", "Br", "H", "H", "H", "H", "Br", "C", "C", "Br", "H", "H", "H", "H", "Br", "C", "C", "Br", "H", "H", "H", "H", "Br", "C", "C", "Br", "H", "H", "H", "H", "Br", "C", "C", "Br", "H", "H", "H", "H", "Br", "C", "C", "Br", "H", "H", "H", "H"], "coordinates": [[-2.401, 3.000, 1.053], [-3.334, 2.277, 1.693], [-4.032, 1.181, 2.681], [-4.695, -0.069, 1.894], [-6.701, 0.076, 1.829], [-4.513, -1.166, 2.886], [-4.601, -2.428, 2.177], [-4.849, -3.530, 2.759], [-4.327, -2.182, 0.769], [-3.914, -0.780, 0.669], [-2.523, -0.701, 1.032], [-1.646, -1.372, 0.081], [-0.560, -0.391, -0.606], [0.612, 0.160, 0.395], [0.494, -0.333, 1.932], [-4.508, -0.259, -1.058], [-3.830, 1.075, -1.642], [-1.461, 3.352, 0.467], [-3.302, 0.763, 3.468], [-4.879, 1.733, 3.240], [-2.200, -1.918, -0.785], [-1.061, -2.218, 0.642], [-0.022, -1.004, -1.445], [-1.036, 0.524, -1.154], [1.648, -0.114, -0.022], [0.564, 1.323, 0.418], [-0.365, 0.252, 2.466], [1.462, -0.050, 2.530], [0.348, -1.464, 2.079], [-5.944, -0.045, -1.029], [-4.302, -1.410, -1.930], [-3.169, 1.394, -0.930], [4.263, 1.809, -3.154], [2.523, 1.465, -3.965], [1.405, 2.035, -3.124], [1.044, 0.907, -1.567], [2.447, 0.386, -4.112], [2.562, 1.956, -4.939], [0.466, 2.050, -3.688], [1.613, 3.039, -2.749], [-7.840, -6.902, 3.714], [-6.232, -6.423, 2.719], [-6.242, -7.035, 1.339], [-5.790, -8.932, 1.405], [-5.379, -6.733, 3.324], [-6.251, -5.333, 2.656], [-5.471, -6.582, 0.712], [-7.207, -6.955, 0.837], [0.163, 3.526, 1.988], [0.845, 3.369, 3.808], [-0.189, 3.806, 4.818], [-0.318, 5.750, 4.898], [1.768, 3.949, 3.854], [1.080, 2.309, 3.933], [0.103, 3.499, 5.824], [-1.190, 3.429, 4.603], [1.901, 4.539, -5.656], [0.158, 4.188, -6.459], [-0.957, 4.748, -5.612], [-1.305, 3.616, -4.061], [0.087, 3.108, -6.610], [0.189, 4.685, -7.432], [-1.895, 4.759, -6.170], [-0.752, 5.750, -5.234], [4.116, 0.200, -7.232], [2.591, -0.584, -8.160], [1.526, 0.452, -8.432], [0.504, 0.851, -6.820], [2.239, -1.416, -7.549], [2.996, -0.973, -9.096], [0.793, 0.071, -9.146], [1.926, 1.398, -8.798], [1.056, -4.569, 1.838], [1.712, -4.734, 3.667], [0.665, -4.300, 4.664], [0.537, -2.356, 4.749], [2.635, -4.154, 3.727], [1.946, -5.794, 3.790], [0.943, -4.611, 5.673], [-0.333, -4.676, 4.435], [2.957, 10.453, -3.667], [3.211, 8.712, -4.508], [2.362, 8.575, -5.748], [0.499, 8.225, -5.292], [2.995, 7.958, -3.750], [4.272, 8.672, -4.762], [2.677, 7.711, -6.337], [2.373, 9.464, -6.381], [3.764, -7.335, 1.018], [4.973, -6.185, 0.010], [5.986, -5.527, 0.917], [5.192, -4.044, 1.903], [4.354, -5.472, -0.536], [5.469, -6.848, -0.702], [6.793, -5.080, 0.333], [6.412, -6.208, 1.655], [1.613, 0.849, 7.809], [3.102, -0.207, 8.496], [3.042, -1.629, 7.992], [1.698, -2.663, 8.956], [3.071, -0.132, 9.584], [4.000, 0.294, 8.127], [3.986, -2.145, 8.181], [2.798, -1.702, 6.930]], "e_homo_ev": -8.53, "orbital_gap_ev": 8.57, "total_energy_ha": -50700.4076}